The molecule C10H6BrN5S2 in a non-equilibrium geometry. Source: the Open Molecules 2025 dataset; level of theory: ωB97M-V with the def2-TZVPD basis set.

Bonds (Å) are listed after each position.
Atoms and positions in Å:
1 N -1.078 2.016 2.705  C2 1.373, H19 0.992, H20 1.003
2 C -0.726 1.004 1.847  N1 1.373, N3 1.289, C17 1.371
3 N -1.447 1.230 0.802  C2 1.289, C4 1.404
4 C -0.980 0.620 -0.373  N3 1.404, C5 1.479, N10 1.323
5 C -1.603 1.006 -1.658  C4 1.479, N6 1.369, S9 1.812
6 N -0.918 1.134 -2.836  C5 1.369, C7 1.381
7 C -1.819 1.574 -3.786  N6 1.381, C8 1.394, H21 1.098
8 C -3.120 1.771 -3.325  C7 1.394, S9 1.696, H22 1.047
9 S -3.393 1.282 -1.723  C5 1.812, C8 1.696
10 N -0.001 -0.269 -0.427  C4 1.323, C11 1.386
11 C 0.690 -0.529 0.745  N10 1.386, C12 1.504, C17 1.439
12 C 1.664 -1.673 0.681  C11 1.504, N13 1.283, S16 1.846
13 N 2.185 -2.161 1.747  C12 1.283, C14 1.371
14 C 3.226 -2.990 1.418  N13 1.371, C15 1.382, H23 1.095
15 C 3.523 -3.161 0.080  C14 1.382, S16 1.776, H24 1.103
16 S 2.288 -2.361 -0.915  C12 1.846, C15 1.776
17 C 0.318 0.124 1.972  C2 1.371, C11 1.439, Br18 1.993
18 Br 1.169 -0.073 3.763  C17 1.993
19 H -0.975 1.911 3.686  N1 0.992
20 H -1.902 2.521 2.434  N1 1.003
21 H -1.587 1.952 -4.791  C7 1.098
22 H -3.909 2.161 -3.891  C8 1.047
23 H 3.971 -3.394 2.112  C14 1.095
24 H 4.424 -3.694 -0.265  C15 1.103

## Properties
E_HOMO	-8.724	eV
relative energy (zero: lowest compared OMol25 entry of this formula, charge and spin)	1.3503	eV
structure (SMILES)	Nc1nc(-c2nccs2)nc(-c2nccs2)c1Br

The Mulliken scheme yields these atomic charges, measured in e:
1 N -0.468
2 C 1.071
3 N -0.481
4 C 0.433
5 C 0.068
6 N -0.494
7 C -0.413
8 C -0.214
9 S -0.069
10 N -0.483
11 C 0.863
12 C 0.250
13 N -0.356
14 C -0.462
15 C -0.161
16 S -0.081
17 C -0.841
18 Br -0.169
19 H 0.220
20 H 0.264
21 H 0.363
22 H 0.453
23 H 0.340
24 H 0.366



A cluster of 8 separate species, C47H52N3O12 in total in a non-equilibrium geometry. Source: the Open Molecules 2025 dataset; level of theory: ωB97M-V with the def2-TZVPD basis set.

Bonds (Å) are listed after each position.
Atoms and positions in Å:
1 C 0.716 -2.534 0.828  C2 1.594, H9 1.127, H10 1.100, H11 1.172
2 C 0.867 -0.970 1.102  C1 1.594, N3 1.499, H12 1.042, H13 1.098
3 N 0.000 -0.177 0.171  C2 1.499, C4 1.353, C7 1.406
4 C 0.263 0.255 -1.083  N3 1.353, C5 1.410, H14 1.038
5 C -0.790 1.113 -1.464  C4 1.410, N6 1.379, H15 1.062
6 N -1.717 0.949 -0.456  C5 1.379, C7 1.299, C8 1.511
7 C -1.255 0.310 0.576  N3 1.406, N6 1.299, H16 0.895
8 C -3.059 1.639 -0.389  N6 1.511, H17 0.887, H18 1.018, H19 1.097
9 H 1.495 -3.181 1.322  C1 1.127
10 H 0.599 -2.893 -0.205  C1 1.100
11 H -0.274 -3.005 1.243  C1 1.172
12 H 1.871 -0.701 1.033  C2 1.042
13 H 0.524 -0.730 2.117  C2 1.098
14 H 1.070 -0.080 -1.644  C4 1.038
15 H -1.000 1.777 -2.265  C5 1.062
16 H -1.811 0.133 1.255  C7 0.895
17 H -2.840 2.387 0.035  C8 0.887
18 H -3.843 1.195 0.086  C8 1.018
19 H -3.571 2.065 -1.261  C8 1.097
20 N -0.567 -4.044 4.489  C21 1.355, C25 1.297
21 C 0.616 -4.511 4.023  N20 1.355, C22 1.368, H26 1.095
22 C 1.683 -3.656 4.040  C21 1.368, C23 1.414, H27 1.160
23 C 1.581 -2.337 4.541  C22 1.414, C24 1.344, H28 1.079
24 C 0.373 -1.891 4.924  C23 1.344, C25 1.416, H29 1.182
25 C -0.678 -2.840 4.956  N20 1.297, C24 1.416, H30 1.232
26 H 0.789 -5.465 3.513  C21 1.095
27 H 2.699 -3.914 3.543  C22 1.160
28 H 2.386 -1.631 4.673  C23 1.079
29 H 0.129 -0.825 5.373  C24 1.182
30 H -1.830 -2.454 5.162  C25 1.232
31 C 3.350 0.274 -3.336  C32 1.531, C36 1.378, H39 1.052
32 C 2.814 1.400 -4.223  C31 1.531, C33 1.435, H40 1.111
33 C 2.326 0.920 -5.485  C32 1.435, C34 1.388, O38 1.368
34 C 2.130 -0.446 -5.638  C33 1.388, C35 1.417, H41 1.035
35 C 2.419 -1.487 -4.721  C34 1.417, C36 1.384, H42 1.112
36 C 2.982 -1.038 -3.539  C31 1.378, C35 1.384, O37 1.375
37 O 3.398 -1.983 -2.632  C36 1.375, H43 1.023
38 O 1.957 1.745 -6.510  C33 1.368, H44 0.892
39 H 3.722 0.497 -2.377  C31 1.052
40 H 2.981 2.480 -4.020  C32 1.111
41 H 1.731 -0.798 -6.526  C34 1.035
42 H 2.116 -2.504 -5.054  C35 1.112
43 H 3.389 -2.948 -2.971  O37 1.023
44 H 2.287 2.533 -6.252  O38 0.892
45 C 0.940 1.876 3.258  C46 1.528, C50 1.448, H53 1.077
46 C -0.403 2.123 3.943  C45 1.528, C47 1.419, H54 0.992
47 C -1.359 2.988 3.350  C46 1.419, C48 1.464, O52 1.403
48 C -1.010 3.761 2.156  C47 1.464, C49 1.406, H55 1.046
49 C 0.211 3.492 1.514  C48 1.406, C50 1.489, H56 1.109
50 C 1.265 2.578 2.035  C45 1.448, C49 1.489, O51 1.314
51 O 2.430 2.571 1.427  C50 1.314, H57 0.966
52 O -2.552 3.420 3.950  C47 1.403, H58 0.908
53 H 1.612 1.220 3.784  C45 1.077
54 H -0.715 1.676 4.772  C46 0.992
55 H -1.776 4.206 1.601  C48 1.046
56 H 0.313 4.036 0.553  C49 1.109
57 H 2.663 3.492 1.250  O51 0.966
58 H -2.768 2.712 4.476  O52 0.908
59 C 5.729 -1.133 2.798  C60 1.544, C64 1.430, H67 1.078
60 C 6.508 -2.383 3.261  C59 1.544, C61 1.406, H68 1.062
61 C 6.403 -3.466 2.372  C60 1.406, C62 1.441, O66 1.359
62 C 5.817 -3.350 1.061  C61 1.441, C63 1.392, H69 1.074
63 C 5.195 -2.169 0.665  C62 1.392, C64 1.406, H70 1.094
64 C 5.116 -1.048 1.509  C59 1.430, C63 1.406, O65 1.301
65 O 4.410 -0.058 1.047  C64 1.301, H71 0.956
66 O 6.927 -4.641 2.811  C61 1.359, H72 0.887
67 H 5.795 -0.254 3.418  C59 1.078
68 H 7.215 -2.321 4.052  C60 1.062
69 H 5.929 -4.234 0.463  C62 1.074
70 H 4.622 -2.203 -0.266  C63 1.094
71 H 4.440 0.643 1.696  O65 0.956
72 H 6.688 -4.918 3.619  O66 0.887
73 C 0.426 4.868 -3.349  C74 1.628, C78 1.425, H81 1.021
74 C 0.776 5.714 -2.003  C73 1.628, C75 1.366, H82 1.063
75 C -0.161 5.980 -1.045  C74 1.366, C76 1.447, O80 1.350
76 C -1.511 5.492 -1.234  C75 1.447, C77 1.368, H83 1.097
77 C -1.829 4.733 -2.326  C76 1.368, C78 1.458, H84 1.165
78 C -0.922 4.411 -3.421  C73 1.425, C77 1.458, O79 1.371
79 O -1.401 3.755 -4.524  C78 1.371, H85 0.828
80 O 0.105 6.637 0.104  C75 1.350, H86 0.946
81 H 1.041 4.929 -4.162  C73 1.021
82 H 1.658 6.288 -1.853  C74 1.063
83 H -2.335 5.836 -0.597  C76 1.097
84 H -2.888 4.308 -2.560  C77 1.165
85 H -0.946 4.140 -5.099  O79 0.828
86 H -0.497 6.736 0.827  O80 0.946
87 C -4.240 -3.284 1.217  C88 1.500, C92 1.362, H95 1.020
88 C -3.210 -2.574 2.044  C87 1.500, C89 1.451, H96 0.997
89 C -3.651 -1.370 2.722  C88 1.451, C90 1.423, O94 1.362
90 C -4.948 -0.822 2.517  C89 1.423, C91 1.396, H97 1.076
91 C -5.889 -1.586 1.822  C90 1.396, C92 1.460, H98 1.149
92 C -5.531 -2.850 1.187  C87 1.362, C91 1.460, O93 1.376
93 O -6.505 -3.529 0.490  C92 1.376, H99 0.931
94 O -2.806 -0.745 3.589  C89 1.362, H100 1.029
95 H -4.095 -4.131 0.668  C87 1.020
96 H -2.337 -3.043 1.932  C88 0.997
97 H -5.364 0.077 2.937  C90 1.076
98 H -6.857 -1.018 1.578  C91 1.149
99 H -7.045 -3.014 -0.068  O93 0.931
100 H -3.437 -0.236 4.222  O94 1.029
101 C -3.983 -1.319 -2.766  C102 1.500, C106 1.357, H109 1.214
102 C -2.811 -2.230 -2.557  C101 1.500, C103 1.423, H110 0.978
103 C -1.654 -2.182 -3.383  C102 1.423, C104 1.396, O108 1.342
104 C -1.522 -1.203 -4.370  C103 1.396, C105 1.381, H111 1.123
105 C -2.592 -0.344 -4.523  C104 1.381, C106 1.450, H112 1.064
106 C -3.838 -0.439 -3.789  C101 1.357, C105 1.450, O107 1.369
107 O -4.697 0.623 -3.878  C106 1.369, H113 0.839
108 O -0.679 -3.082 -3.178  C103 1.342, H114 0.807
109 H -4.936 -1.301 -2.013  C101 1.214
110 H -2.821 -2.895 -1.840  C102 0.978
111 H -0.536 -0.911 -4.823  C104 1.123
112 H -2.421 0.495 -5.155  C105 1.064
113 H -4.377 1.193 -4.403  O107 0.839
114 H -0.407 -3.357 -2.470  O108 0.807

## Properties
E_HOMO	-9.963	eV
relative energy (zero: lowest compared OMol25 entry of this formula, charge and spin)	0.0000	eV
total charge	+1

Atomic partial charges in e from the Mulliken method, atoms 1 to 99:
1 C -0.294
2 C 0.135
3 N 0.997
4 C -1.088
5 C -1.459
6 N 1.478
7 C -2.652
8 C -1.497
9 H 0.312
10 H 0.067
11 H -0.284
12 H 0.258
13 H -0.137
14 H 1.182
15 H 0.905
16 H 1.662
17 H 0.671
18 H 0.424
19 H 0.234
20 N -0.567
21 C -0.237
22 C -0.263
23 C -0.356
24 C 0.055
25 C -0.154
26 H 0.373
27 H 0.306
28 H 0.460
29 H 0.217
30 H 0.177
31 C -0.849
32 C -0.365
33 C 0.381
34 C -0.693
35 C -0.297
36 C 0.670
37 O -0.475
38 O -0.514
39 H 0.598
40 H 0.309
41 H 0.473
42 H 0.270
43 H 0.314
44 H 0.279
45 C -0.510
46 C -1.177
47 C 0.565
48 C -0.654
49 C 0.484
50 C -0.036
51 O -0.463
52 O -0.521
53 H 0.583
54 H 0.644
55 H 0.415
56 H 0.014
57 H 0.377
58 H 0.312
59 C -0.662
60 C -0.869
61 C 0.490
62 C -0.711
63 C 0.030
64 C 0.347
65 O -0.269
66 O -0.557
67 H 0.405
68 H 0.476
69 H 0.428
70 H 0.398
71 H 0.178
72 H 0.310
73 C -0.971
74 C -0.685
75 C 0.023
76 C 0.014
77 C -0.387
78 C 0.337
79 O -0.422
80 O -0.558
81 H 0.787
82 H 0.503
83 H 0.417
84 H 0.359
85 H 0.247
86 H 0.376
87 C -0.820
88 C -0.204
89 C 0.452
90 C -0.787
91 C -0.566
92 C 0.268
93 O -0.559
94 O -0.382
95 H 0.613
96 H 0.593
97 H 0.461
98 H 0.227
99 H 0.337



The molecule C4H10NO2 in a non-equilibrium geometry. Source: the Open Molecules 2025 dataset; level of theory: ωB97M-V with the def2-TZVPD basis set.

Bonds (Å) are listed after each position.
Atoms and positions in Å:
1 C 1.404 1.178 0.261  C2 1.522, H8 1.086, H9 1.095, H10 1.087
2 C 1.025 -0.276 0.500  C1 1.522, C3 1.512, N7 1.540, H11 1.083
3 C -0.464 -0.524 0.418  C2 1.512, C4 1.529, H12 1.090, H13 1.082
4 C -1.034 -0.076 -0.929  C3 1.529, O5 1.345, O6 1.201
5 O -1.884 0.964 -0.848  C4 1.345, H14 0.970
6 O -0.878 -0.700 -1.943  C4 1.201
7 N 1.468 -0.633 1.931  C2 1.540, H15 1.045, H16 1.058, H17 1.048
8 H 2.473 1.363 0.316  C1 1.086
9 H 1.131 1.339 -0.787  C1 1.095
10 H 0.826 1.899 0.832  C1 1.087
11 H 1.620 -0.913 -0.142  C2 1.083
12 H -0.652 -1.594 0.333  C3 1.090
13 H -1.053 -0.092 1.217  C3 1.082
14 H -2.319 1.046 -1.711  O5 0.970
15 H 0.863 -1.399 2.302  N7 1.045
16 H 2.442 -1.043 1.972  N7 1.058
17 H 1.280 0.178 2.568  N7 1.048

## Properties
E_HOMO (spin up / spin down)	-3.751 / -11.097	eV
spin multiplicity	2
relative energy (zero: lowest compared OMol25 entry of this formula, charge and spin)	1.2365	eV

The Mulliken scheme yields these atomic charges, measured in e:
1 C -1.590
2 C -0.474
3 C -0.881
4 C 0.440
5 O -0.431
6 O -0.536
7 N -1.484
8 H 0.525
9 H 0.419
10 H 0.495
11 H -0.173
12 H 0.456
13 H 0.308
14 H 0.331
15 H 0.577
16 H 1.065
17 H 0.951



Which value of relative energy (zero: lowest compared OMol25 entry of this formula, charge and spin) does entry 1 give? 1.3503 eV



The highest relative energy (zero: lowest compared OMol25 entry of this formula, charge and spin) belongs to which entry? C10H6BrN5S2



What is the formula in the first record? C10H6BrN5S2



Among the records above, which one has the highest relative energy (zero: lowest compared OMol25 entry of this formula, charge and spin)? C10H6BrN5S2